Entry 1:
The following is a quantum chemistry calculation of a cluster of 2 separate species, CH6O2 in total, from the OMol25 dataset.

Cartesian coordinates (Å):
C: -0.00304 -0.41293 -1.24361
O: 1.20891 -1.00401 -1.33034
H: -0.35696 -0.41510 -0.19894
H: -0.75881 -0.91330 -1.87214
H: 0.09685 0.63307 -1.57905
H: 1.75637 -0.64487 -0.60116
O: -0.69215 1.09612 2.63230
H: -0.37968 1.50407 1.79313
H: -0.87149 0.15695 2.39981

The LUMO energy is 0.52 eV. The HOMO-LUMO gap is 11.0334 eV. As for the HOMO energy: -10.514 eV.


Entry 2:
The following is a quantum chemistry calculation of a cluster of 2 separate species, CH6OS2 in total, from the OMol25 dataset.

Cartesian coordinates (Å):
C: 2.55762 -2.51753 0.42914
S: 2.57375 -0.90981 1.03503
S: 0.68994 -0.16609 1.43709
H: 3.41448 -3.11947 0.59411
H: 2.45463 -2.63400 -0.64811
H: 1.66069 -2.89147 1.02094
H: 0.06615 0.37251 0.28787
O: -4.74032 3.70925 -1.41042
H: -3.83579 3.57381 -1.13266
H: -4.84116 4.58279 -1.61299

The LUMO energy is 0.28 eV. The HOMO-LUMO gap is 9.3067 eV. As for the HOMO energy: -9.023 eV.


Entry 3:
The following is a quantum chemistry calculation of a cluster of 2 separate species, CH6OSi in total, from the OMol25 dataset.

Cartesian coordinates (Å):
C: 0.90441 -0.81030 0.60781
O: 0.32367 -0.25751 -0.46220
Si: -1.04360 0.71739 -0.68736
H: 0.89273 -1.85681 0.84040
H: 0.79997 -0.23620 1.48780
H: 2.52855 -0.56108 0.47414
H: -1.10228 1.29952 -2.13252
H: -1.00435 1.80327 0.42958
H: -2.29911 -0.09830 -0.55765

The LUMO energy is 0.73 eV. The HOMO-LUMO gap is 10.2891 eV. As for the HOMO energy: -9.559 eV.


Entry 4:
The following is a quantum chemistry calculation of the molecule CH6OSi2, from the OMol25 dataset.

Cartesian coordinates (Å):
C: 0.00745 0.29511 0.49964
O: 1.46757 -1.14732 0.00048
Si: -1.67438 -0.27448 -0.20294
Si: 1.93612 0.31579 -0.24440
H: -0.05943 0.07063 1.58953
H: -2.72288 0.67878 0.23626
H: -2.03297 -0.45942 -1.57907
H: -2.13971 -1.36228 0.71595
H: 2.46760 0.72604 -1.67352
H: 2.75062 1.15714 0.65808

The LUMO energy is -0.93 eV. The HOMO-LUMO gap is 9.1730 eV. As for the HOMO energy: -10.104 eV.


Entry 5:
The following is a quantum chemistry calculation of a cluster of 2 separate species, CH6P2 in total, from the OMol25 dataset.

Cartesian coordinates (Å):
C: -1.36698 0.34259 -0.22136
P: 1.68920 0.20613 0.09687
P: -0.12275 -0.98710 -0.26179
H: -1.96019 0.50278 -1.14376
H: -0.90792 1.33177 -0.03012
H: -2.14111 0.17397 0.58204
H: 2.81661 -0.83406 0.13345
H: 2.03637 0.57268 -1.17441
H: -0.04323 -1.30875 2.01907

The LUMO energy (spin up / spin down) is -0.84 / -0.84 eV. The HOMO-LUMO gap (spin up / spin down) is 7.6935 / 7.6947 eV. As for the HOMO energy (spin up / spin down): -8.529 / -8.533 eV.


Entry 6:
The following is a quantum chemistry calculation of the molecule CH6P2S, from the OMol25 dataset.

Cartesian coordinates (Å):
P: -0.21248 1.46330 -0.97717
C: 0.45809 -0.15823 -0.56378
P: 0.25608 -0.62346 1.06490
S: -1.76981 -0.88717 1.17081
H: -1.26385 0.98193 -1.82336
H: 0.82989 1.92999 -1.71657
H: 1.64096 -0.30798 -0.86457
H: 0.81299 -1.86820 1.28835
H: 0.75276 -0.18840 2.45257
H: -1.50462 -0.34179 -0.03118

The LUMO energy is 0.48 eV. The HOMO-LUMO gap is 8.2729 eV. As for the HOMO energy: -7.790 eV.


Entry 7:
The following is a quantum chemistry calculation of the molecule CH6P2S, from the OMol25 dataset.

Cartesian coordinates (Å):
P: 1.38315 -0.30749 0.85394
C: -0.47188 -0.02447 -0.05601
P: -0.59279 1.23465 -1.40928
S: -2.33771 1.16952 -2.37686
H: 1.41517 0.94686 1.47050
H: 1.92404 0.19522 -0.26676
H: -1.20134 0.01829 0.81652
H: -0.77906 -0.98841 -0.42201
H: -0.31963 2.49163 -0.88635
H: 0.62294 1.15730 -2.22693

The LUMO energy is 0.61 eV. The HOMO-LUMO gap is 9.2927 eV. As for the HOMO energy: -8.682 eV.


Entry 8:
The following is a quantum chemistry calculation of a cluster of 2 separate species, CH6P2S in total, from the OMol25 dataset.

Cartesian coordinates (Å):
C: 1.42089 0.06608 -0.55096
P: -3.76889 0.25532 -0.06355
P: 4.40452 0.26413 -0.25601
S: 2.65989 -0.72166 0.17533
H: 1.55968 0.89607 -1.07663
H: 0.55942 -0.45542 -0.58752
H: -2.96743 0.63939 0.95016
H: -3.90673 -1.03544 0.17655
H: -4.91693 0.61462 0.50620
H: 4.95557 -0.52308 0.72643

The LUMO energy (spin up / spin down) is -0.76 / -0.37 eV. The HOMO-LUMO gap (spin up / spin down) is 7.0514 / 7.4859 eV. As for the HOMO energy (spin up / spin down): -7.812 / -7.853 eV.


Entry 9:
The following is a quantum chemistry calculation of a cluster of 2 separate species, CH6S4 in total, from the OMol25 dataset.

Cartesian coordinates (Å):
C: 0.27881 -0.02879 -1.64162
S: 1.65912 -0.93998 -2.34237
S: 2.59502 -1.61818 -0.59601
H: -0.48452 -0.72986 -1.31501
H: -0.16843 0.65387 -2.36474
H: 0.57234 0.67401 -0.85766
H: 2.27015 -0.49584 0.06048
S: -1.85521 1.51963 1.80436
S: -2.03977 -0.03349 3.10739
H: -0.59820 1.96412 1.98443
H: -2.22931 -0.96549 2.16074

The LUMO energy is 0.22 eV. The HOMO-LUMO gap is 8.6329 eV. As for the HOMO energy: -8.409 eV.


Entry 10:
The following is a quantum chemistry calculation of a cluster of 2 separate species, CH6Si2 in total, from the OMol25 dataset.

Cartesian coordinates (Å):
C: 0.42853 0.96185 -0.26095
Si: -0.88611 -0.53731 -0.44096
Si: 0.56809 -0.30311 1.28973
H: 1.19713 1.52435 -0.74565
H: -0.29697 1.79117 -0.08239
H: -2.24203 -0.33797 -1.01351
H: -0.95635 -1.63720 -2.41134
H: 1.60143 -1.39967 0.98265
H: 0.58629 -0.06212 2.68242

The LUMO energy is -0.45 eV. The HOMO-LUMO gap is 8.2934 eV. As for the HOMO energy: -8.746 eV.


Table of strongest force on any atom (Eh/bohr), in record order: 0.0587 0.0739 0.1057 0.0542 0.0589 0.0827 0.0576 0.0786 0.0194 0.0720
Table of ΔE to the lowest compared entry with this formula, charge and spin (eV), in record order: 0.386 0.864 2.986 3.919 2.664 2.930 0.541 2.812 0.494 2.781
Table of total energy (eV), in record order: -5228.50516 -24851.36165 -11057.00961 -18933.36787 -19708.15730 -30543.46764 -30545.85674 -30543.58588 -44474.72328 -16884.19767